The following is a quantum chemistry calculation of a molecular structure, C22H37ClP2Sn, from the Open Molecules 2025 dataset.

Geometry as XYZ:
```
63
Properties=species:S:1:pos:R:3:forces:R:3
P 0.06951 0.34653 -3.19125 1.81 0.40 1.00
P 1.75058 -2.28101 -0.34129 0.76 2.12 0.20
C 1.42499 -1.02357 -3.03077 -0.26 0.89 -0.15
C 1.29880 -2.27862 -2.13329 0.29 -0.79 -0.41
H 2.39532 -0.47126 -2.91586 -0.38 -0.80 -0.32
H 1.48101 -1.35776 -4.07364 0.27 -0.03 0.46
H 0.24253 -2.58954 -2.12457 0.22 -0.10 0.11
H 1.87751 -3.08961 -2.59685 -0.45 0.10 -0.24
C 3.51751 -1.92832 0.10256 0.69 -0.59 -0.38
H 3.58709 -1.89233 1.21166 -0.27 -0.31 -0.57
H 3.91823 -0.93908 -0.21161 -0.30 -0.82 0.03
H 4.16309 -2.73776 -0.28996 0.16 0.53 0.40
C 1.58730 -3.93749 0.27699 -0.67 -0.51 0.34
H 2.35098 -4.55141 -0.20726 -0.16 -0.32 0.26
H 0.56394 -4.29789 0.06634 0.56 -0.07 0.08
H 1.71502 -3.89152 1.37775 0.07 -0.24 -0.67
C 0.94755 1.71916 -4.08568 -0.56 -0.44 -0.31
H 0.20104 2.54514 -4.09614 0.56 -0.45 -0.21
H 1.19618 1.35768 -5.10335 -0.15 0.70 0.52
H 1.84941 2.07738 -3.55949 -0.42 -0.16 -0.21
C -0.98262 -0.33090 -4.47603 -0.50 0.33 0.34
H -1.14271 -1.39606 -4.26436 -0.22 0.33 -0.32
H -0.51167 -0.13436 -5.44866 -0.35 -0.28 0.15
H -1.89675 0.26417 -4.31695 -0.02 -0.60 -0.71
Sn 1.96207 0.59282 -0.93087 -2.36 -0.56 0.72
C 4.24311 -1.91774 -3.22141 0.81 -0.48 0.52
C 4.85222 -0.82852 -2.73620 1.03 -0.68 -0.54
C 5.62980 0.14994 -3.57343 0.26 0.75 -0.18
C 5.11020 0.36733 -5.01046 0.99 -0.55 0.18
C 3.62309 0.38482 -5.10792 -0.35 0.54 -1.17
C 2.87987 -0.62293 -5.57315 -0.48 1.00 -1.51
C 3.23056 -2.06057 -5.64308 0.60 -0.82 0.10
C 4.33870 -2.48593 -4.60682 -0.14 -0.34 -1.64
C -0.15995 -0.21315 -0.15438 -0.88 0.95 1.68
H 3.80718 -2.61906 -2.51537 0.12 0.20 0.13
H 5.06943 -0.76990 -1.66683 -0.50 0.19 -0.29
H 6.69566 -0.14310 -3.64786 -0.41 0.11 0.33
H 5.59987 1.13772 -3.07676 0.18 -0.40 0.00
H 5.52414 1.32524 -5.39219 -0.39 -0.50 0.26
H 5.53255 -0.41027 -5.68697 -0.40 0.61 0.46
H 3.14992 1.37325 -5.01840 0.46 -0.47 -0.39
H 1.96760 -0.36429 -6.17018 0.23 -0.17 1.23
H 3.55228 -2.36536 -6.66441 -0.07 0.25 0.55
H 2.31368 -2.66459 -5.47902 0.34 0.27 0.03
H 4.28198 -3.59778 -4.58130 0.17 0.72 0.31
H 5.32008 -2.24583 -5.07252 -0.62 -0.21 0.57
H -0.18179 -0.95659 0.65971 0.42 0.71 -0.09
H -0.70072 -0.72277 -0.95112 0.42 0.36 -0.19
H -0.75267 0.66138 0.18513 0.01 -0.29 -0.49
Cl 0.77296 -1.41345 3.13374 -0.33 0.17 0.21
C -0.19978 -0.01751 3.41819 -0.26 -0.48 0.25
C -1.44532 -0.15250 4.02222 0.19 0.18 -0.04
C -2.20994 1.00127 4.30807 0.83 -0.37 -0.35
C -1.68519 2.27325 4.00713 0.26 0.52 0.19
C -0.46207 2.39718 3.37835 -0.78 0.77 -0.58
C 0.29699 1.26292 2.97501 0.33 -0.80 -0.64
C 1.42073 1.35895 2.15133 -0.43 1.13 2.34
H -1.82687 -1.14332 4.27627 0.20 0.33 -0.06
H -3.18740 0.89519 4.78224 0.29 0.06 -0.17
H -2.24067 3.17319 4.29188 0.25 -0.40 -0.12
H -0.03516 3.37986 3.14677 -0.39 -0.31 0.10
H 1.64519 2.33241 1.73578 -0.12 0.13 -0.25
H 2.29492 0.76142 2.37103 -0.19 -0.96 -0.85
```
Forces are in eV/Å.

Energy relative to the best compared isomer or geometry (same formula, charge and spin) ... 92.90 kcal/mol
Maximum force ... 2.633 eV/Å
HOMO-LUMO gap (spin up / spin down) ... 4.068 / 3.994 eV
Net charge ... +2
2S+1 ... 1
LUMO energy (spin up / spin down) ... -9.13 / -9.17 eV
E_HOMO (spin up / spin down) ... -0.485 / -0.484 hartree